No. 1
Computed, not measured: C39H66BBrGaIN6S3Si as an isolated structure, with the ωB97M-V functional and the def2-TZVPD basis.

Each line ends with the Mulliken charge.
Cartesian coordinates (Å):
Ga  3.426  0.177  -1.683  0.78
C  1.431  -4.420  -1.173  -2.12
C  0.464  -3.284  -1.240  0.18
C  -0.836  -3.412  -0.851  -0.72
C  -1.724  -2.316  -0.925  -0.52
N  -1.310  -1.153  -1.356  0.06
N  -0.027  -1.011  -1.730  0.96
B  0.196  0.421  -2.240  -1.51
N  1.045  0.663  -3.462  -0.49
N  -0.284  0.670  -3.695  0.13
C  -0.815  0.805  -4.878  0.31
C  0.121  1.024  -5.929  -0.97
C  1.471  1.036  -5.726  0.47
C  2.434  1.256  -6.839  -2.02
C  1.997  0.809  -4.388  1.22
S  3.642  0.729  -4.072  -0.41
C  -2.310  0.658  -5.043  2.33
C  -2.771  1.178  -6.404  -2.26
C  -3.011  1.418  -3.915  -1.23
C  -2.621  -0.845  -4.928  -1.28
N  0.007  1.568  -1.235  0.89
N  -1.300  1.713  -0.900  0.08
C  -1.632  2.658  -0.065  0.16
C  -0.649  3.519  0.487  -0.59
C  0.654  3.419  0.123  -0.10
C  1.700  4.350  0.647  -2.07
C  0.987  2.367  -0.785  1.35
S  2.634  2.299  -1.285  -0.27
C  -3.084  2.835  0.347  2.12
C  -4.028  1.999  -0.509  -1.79
C  -3.194  2.400  1.819  -1.46
C  -3.479  4.313  0.213  -1.90
C  0.877  -2.001  -1.700  1.47
S  2.489  -1.843  -2.293  -0.32
C  -3.180  -2.403  -0.491  2.40
C  -4.073  -1.765  -1.562  -1.42
C  -3.290  -1.642  0.838  -0.95
C  -3.624  -3.851  -0.277  -2.37
H  0.947  -5.306  -0.770  0.43
H  2.281  -4.156  -0.542  0.34
H  1.827  -4.657  -2.162  0.46
H  -1.190  -4.365  -0.484  0.60
H  -0.260  1.178  -6.927  0.46
H  1.917  1.415  -7.782  0.38
H  3.100  0.396  -6.933  0.43
H  3.068  2.119  -6.625  0.43
H  -2.524  2.233  -6.543  0.47
H  -3.854  1.083  -6.464  0.42
H  -2.352  0.603  -7.231  0.48
H  -2.781  2.486  -3.952  0.41
H  -2.719  1.028  -2.940  -0.30
H  -4.090  1.301  -4.021  0.54
H  -2.113  -1.419  -5.706  0.45
H  -3.694  -0.996  -5.044  0.49
H  -2.328  -1.232  -3.950  -0.05
H  -0.948  4.277  1.197  0.39
H  1.262  5.036  1.369  0.42
H  2.138  4.933  -0.165  0.52
H  2.511  3.799  1.125  0.34
H  -3.744  0.950  -0.513  0.06
H  -4.048  2.357  -1.538  0.29
H  -5.039  2.081  -0.108  0.58
H  -2.958  1.341  1.935  0.05
H  -4.214  2.565  2.169  0.57
H  -2.526  2.971  2.466  0.33
H  -3.322  4.676  -0.805  0.41
H  -2.937  4.963  0.901  0.35
H  -4.539  4.417  0.445  0.48
H  -3.752  -0.754  -1.807  0.13
H  -5.101  -1.724  -1.201  0.44
H  -4.064  -2.363  -2.476  0.38
H  -2.951  -0.612  0.727  -0.32
H  -2.680  -2.117  1.609  0.26
H  -4.326  -1.638  1.178  0.46
H  -3.487  -4.458  -1.175  0.46
H  -4.687  -3.860  -0.036  0.45
H  -3.105  -4.327  0.556  0.43
C  -0.601  -0.051  3.066  -1.83
C  0.427  -0.974  3.740  3.17
C  0.323  -0.774  5.263  -1.77
C  -0.005  -2.411  3.412  -1.99
Si  2.236  -0.650  3.178  -2.33
Br  1.972  -0.428  0.872  0.30
C  2.956  1.043  3.703  2.67
C  1.871  2.129  3.726  -1.68
C  4.050  1.533  2.740  -1.36
C  3.558  0.937  5.115  -1.73
C  3.422  -2.135  3.366  2.88
C  3.097  -3.276  2.385  -1.92
C  3.355  -2.679  4.804  -1.75
C  4.874  -1.725  3.076  -1.94
H  -1.593  -0.297  3.458  0.75
H  -0.632  -0.195  1.983  -0.22
H  -0.430  1.005  3.265  0.20
H  -0.685  -1.045  5.590  0.53
H  0.488  0.263  5.555  0.35
H  1.023  -1.398  5.819  0.33
H  -1.049  -2.541  3.713  0.59
H  0.577  -3.160  3.947  0.41
H  0.064  -2.621  2.340  0.11
H  1.354  2.209  2.764  -0.05
H  2.344  3.094  3.935  0.69
H  1.127  1.962  4.505  0.30
H  3.658  1.711  1.736  -0.06
H  4.888  0.846  2.649  0.26
H  4.446  2.481  3.117  0.56
H  2.834  0.596  5.857  0.32
H  3.904  1.926  5.431  0.54
H  4.419  0.270  5.150  0.33
H  2.072  -3.635  2.452  0.34
H  3.756  -4.121  2.607  0.60
H  3.295  -2.974  1.354  0.23
H  2.393  -3.140  5.031  0.33
H  3.551  -1.911  5.553  0.31
H  4.119  -3.451  4.924  0.57
H  4.990  -1.307  2.074  0.13
H  5.505  -2.617  3.132  0.62
H  5.264  -1.011  3.801  0.34
I  5.731  -0.038  -0.859  -0.20

Spin multiplicity: 1
Calculated total energy, a.u.: -8159.3718
Maximum force, Eh/bohr: 0.01060
Net charge: +2
Relative energy (zero: lowest compared OMol25 entry of this formula, charge and spin), kJ/mol: 0.0
LUMO, eV: -6.22

No. 2
Computed, not measured: C37H66N2O25PS5 as an isolated structure, with the ωB97M-V functional and the def2-TZVPD basis.

Each line ends with the Mulliken charge.
Cartesian coordinates (Å):
C  -0.314  -3.468  -0.395  -0.50
C  -1.197  -4.246  -1.308  -0.35
C  -0.953  -4.077  -2.953  0.52
O  -0.811  -5.212  -3.642  -0.54
O  -0.967  -2.711  -3.499  -0.01
C  -0.012  -2.540  -4.606  -0.29
C  -0.328  -1.197  -5.548  -0.56
C  -1.822  -0.562  -5.292  -0.55
C  -1.835  0.745  -4.278  -0.46
C  -1.021  0.519  -2.873  0.87
C  -1.941  -0.028  -1.623  0.43
C  -2.665  1.254  -0.829  -0.07
C  -1.621  2.216  0.018  -0.01
C  0.005  1.952  0.140  0.21
C  0.932  3.097  -0.584  -0.19
C  2.412  3.047  0.184  -0.02
C  3.569  2.269  -0.698  -0.96
C  3.151  0.709  -1.073  0.57
O  4.377  0.065  -1.634  -0.48
C  3.957  -0.966  -2.613  0.51
C  3.179  -2.208  -1.827  -0.43
C  -2.282  3.491  0.806  -0.14
C  -1.242  4.442  1.677  -1.18
C  -3.932  3.759  0.733  0.65
P  -4.544  5.285  1.684  0.33
C  -3.572  6.796  0.927  -0.88
O  -6.208  5.683  1.409  -0.63
C  -4.817  2.685  -0.132  0.19
C  -6.473  2.915  -0.165  -0.63
N  -4.190  1.497  -0.896  0.57
N  -4.881  0.574  -1.641  0.26
C  -5.552  1.106  -2.866  -0.98
C  -5.663  -0.430  -0.858  0.38
C  -5.657  -1.996  -1.448  -0.71
O  -6.330  -0.259  0.285  -0.50
H  -0.826  -2.665  0.293  0.21
H  0.844  -3.677  -0.456  0.30
H  -2.080  -4.953  -0.960  0.33
H  1.044  -2.317  -4.110  -0.03
H  0.034  -3.439  -5.361  0.38
H  0.445  -0.322  -5.298  0.15
H  -0.268  -1.449  -6.710  0.45
H  -2.186  -0.145  -6.349  0.39
H  -2.636  -1.334  -4.958  0.23
H  -1.471  1.743  -4.822  0.33
H  -2.975  0.935  -3.983  -0.20
H  -0.583  1.585  -2.564  -0.15
H  -0.085  -0.192  -2.956  -0.35
H  -1.210  -0.510  -0.813  -0.36
H  -2.696  -0.874  -1.912  -0.06
H  0.245  1.931  1.306  -0.40
H  0.354  0.913  -0.283  -0.26
H  0.462  4.171  -0.604  0.35
H  1.124  2.716  -1.696  0.21
H  2.358  2.483  1.226  -0.10
H  2.702  4.168  0.439  0.25
H  4.530  2.173  0.001  0.32
H  3.897  2.906  -1.624  0.24
H  2.889  0.115  -0.097  0.04
H  2.259  0.748  -1.831  -0.22
H  3.271  -0.440  -3.416  0.17
H  4.923  -1.388  -3.139  -0.21
H  3.589  -3.218  -2.311  0.30
H  2.013  -2.145  -1.933  -0.20
H  3.451  -2.181  -0.680  0.24
H  -0.867  5.285  0.919  0.29
H  -1.794  5.005  2.547  0.41
H  -0.348  3.855  2.154  0.15
H  -4.279  7.732  0.825  0.40
H  -2.703  7.101  1.675  0.29
H  -3.057  6.503  -0.102  0.28
H  -6.209  6.270  0.577  0.35
H  -6.889  3.162  0.905  -0.05
H  -6.622  3.883  -0.847  0.32
H  -7.045  2.049  -0.706  0.21
H  -6.720  0.939  -2.745  0.38
H  -5.184  0.664  -3.892  0.26
H  -5.413  2.286  -2.947  0.31
H  -4.502  -2.294  -1.470  0.09
H  -6.293  -2.730  -0.795  0.33
H  -5.987  -1.934  -2.575  0.27
C  8.385  -1.376  -5.298  -0.32
C  7.739  -0.991  -6.626  -0.32
O  6.925  -2.105  -6.982  -0.31
S  6.362  -2.807  -5.622  1.10
O  5.026  -2.309  -5.377  -0.47
O  6.681  -4.215  -5.668  -0.57
O  7.376  -2.079  -4.573  -0.31
H  9.229  -2.056  -5.452  0.29
H  8.721  -0.502  -4.733  0.31
H  8.478  -0.788  -7.405  0.32
H  7.086  -0.119  -6.509  0.27
C  -1.150  0.182  4.295  -0.12
C  -0.241  -0.903  4.865  -0.49
O  1.085  -0.476  4.560  0.19
S  1.134  1.154  4.576  0.88
O  1.631  1.577  5.867  -0.59
O  1.701  1.607  3.327  -0.48
O  -0.475  1.414  4.541  -0.32
H  -1.269  0.068  3.212  0.01
H  -2.135  0.186  4.769  0.39
H  -0.440  -1.885  4.429  0.41
H  -0.334  -0.963  5.954  0.29
C  5.524  -2.603  6.038  -0.34
C  5.619  -1.696  4.814  -0.45
O  4.515  -2.064  3.990  -0.17
S  3.279  -2.540  4.941  0.94
O  2.379  -1.420  5.106  -0.55
O  2.840  -3.844  4.503  -0.58
O  4.130  -2.715  6.321  -0.32
H  5.908  -3.604  5.818  0.30
H  6.056  -2.191  6.899  0.36
H  6.561  -1.822  4.275  0.31
H  5.497  -0.644  5.092  0.35
C  4.722  -6.270  1.311  -0.30
C  6.168  -6.456  1.763  -0.42
O  6.520  -5.230  2.400  -0.35
S  5.193  -4.602  3.111  1.25
O  5.212  -4.971  4.509  -0.68
O  5.034  -3.240  2.659  -0.55
O  4.088  -5.533  2.355  -0.28
H  4.669  -5.676  0.393  0.21
H  4.212  -7.225  1.155  0.33
H  6.842  -6.664  0.928  0.33
H  6.249  -7.257  2.504  0.30
C  -8.311  3.470  3.740  -0.19
C  -6.854  3.922  3.800  0.00
O  -6.590  4.148  5.183  -0.36
S  -7.481  3.109  6.070  1.12
O  -6.645  1.981  6.417  -0.54
O  -8.228  3.865  7.047  -0.53
O  -8.500  2.641  4.886  -0.34
H  -8.992  4.323  3.821  0.32
H  -8.533  2.913  2.826  0.27
H  -6.676  4.830  3.220  0.20
H  -6.181  3.131  3.453  0.17

Spin multiplicity: 1
Calculated total energy, a.u.: -5770.8943
Maximum force, Eh/bohr: 0.21443
Net charge: +1
Relative energy (zero: lowest compared OMol25 entry of this formula, charge and spin), kJ/mol: 2165.1
LUMO, eV: -4.10

No. 3
Computed, not measured: an isolated molecule of C6H10O, with the ωB97M-V functional and the def2-TZVPD basis.

Each line ends with the natural charge from an NBO analysis.
Cartesian coordinates (Å):
O  -1.358  0.323  1.577  -0.56
C  -2.041  0.816  0.705  0.41
C  -1.651  0.719  -0.714  -0.56
C  -0.468  -0.743  -0.531  -0.30
C  0.957  -0.240  -0.683  -0.27
C  1.556  0.662  0.373  -0.43
C  2.137  -0.698  0.170  -0.41
H  -3.027  1.237  0.986  0.12
H  -2.543  1.027  -1.356  0.23
H  -0.868  1.379  -1.062  0.25
H  -0.824  -1.361  -1.334  0.20
H  -0.515  -1.324  0.419  0.23
H  1.208  0.011  -1.710  0.21
H  2.124  1.524  0.034  0.21
H  0.943  0.821  1.256  0.24
H  3.111  -0.763  -0.315  0.22
H  1.992  -1.450  0.942  0.22

Spin multiplicity: 1
Calculated total energy, a.u.: -309.7425
Maximum force, Eh/bohr: 0.03899
Relative energy (zero: lowest compared OMol25 entry of this formula, charge and spin), kJ/mol: 262.3
Structure (SMILES): O=CCCC1CC1
LUMO, eV: 0.96

No. 4
Computed, not measured: an isolated molecule of C15H18N2O3, with the ωB97M-V functional and the def2-TZVPD basis.

Each line ends with the natural charge from an NBO analysis.
Cartesian coordinates (Å):
C  -5.141  -1.546  0.118  -0.63
C  -3.687  -1.211  0.088  -0.02
C  -2.740  -2.230  0.155  -0.20
C  -1.386  -1.973  0.131  -0.20
C  -0.908  -0.663  0.051  0.15
C  -1.829  0.374  0.006  -0.23
C  -3.191  0.096  0.017  0.10
N  -4.072  1.236  -0.036  0.51
O  -5.185  1.085  -0.496  -0.38
O  -3.645  2.289  0.385  -0.37
H  -1.498  1.399  -0.049  0.29
N  0.468  -0.464  0.030  -0.61
C  1.159  0.707  -0.172  0.70
O  0.623  1.775  -0.367  -0.60
C  2.639  0.576  -0.138  -0.33
C  3.392  -0.636  -0.650  -0.21
C  3.362  -0.348  0.817  -0.20
C  4.601  0.132  1.538  -0.40
C  5.669  0.659  0.582  -0.40
C  5.896  -0.340  -0.548  -0.39
C  4.664  -0.418  -1.449  -0.40
H  4.787  -1.233  -2.163  0.22
H  4.581  0.509  -2.022  0.21
H  6.102  -1.323  -0.120  0.19
H  6.760  -0.045  -1.145  0.21
H  5.366  1.620  0.163  0.20
H  6.595  0.818  1.135  0.21
H  5.015  -0.711  2.098  0.21
H  4.327  0.905  2.260  0.22
H  2.735  -0.978  1.440  0.21
H  2.789  -1.464  -1.009  0.21
H  3.104  1.536  -0.321  0.24
H  1.012  -1.308  0.136  0.39
H  -0.686  -2.796  0.177  0.21
H  -3.080  -3.252  0.223  0.22
H  -5.281  -2.588  0.394  0.21
H  -5.681  -0.915  0.821  0.23
H  -5.586  -1.378  -0.862  0.24

Spin multiplicity: 1
Calculated total energy, a.u.: -917.5336
Maximum force, Eh/bohr: 0.03011
Relative energy (zero: lowest compared OMol25 entry of this formula, charge and spin), kJ/mol: 388.0
Structure (SMILES): Cc1ccc(NC(=O)[C@H]2[C@@H]3CCCC[C@@H]32)cc1[N+](=O)[O-]
LUMO, eV: -0.15

- What is the calculated total energy in the third record?
  -309.7425 a.u.